# 1
{"formula": "C31H37N3O2RuTe", "method": "ωB97M-V/def2-TZVPD", "lumo_energy_ev": [-1.3, -1.4], "largest_force_ev_per_a": 0.6, "e_homo_ev": [-7.4057, -7.3874], "total_energy_ev": -51189.041, "orbital_gap_ev": [6.112, 6.027], "species": ["Ru", "C", "C", "C", "C", "C", "C", "C", "C", "C", "C", "C", "C", "N", "C", "O", "C", "C", "C", "C", "C", "N", "C", "O", "N", "C", "C", "C", "C", "C", "C", "C", "C", "C", "C", "C", "C", "H", "H", "H", "H", "H", "H", "H", "H", "H", "H", "H", "H", "H", "H", "H", "H", "H", "H", "H", "H", "H", "H", "H", "H", "H", "H", "H", "H", "H", "H", "H", "H", "H", "H", "H", "H", "H", "Te"], "coordinates": [[0.7304, -0.5508, 1.0085], [-4.0610, -3.8105, -0.2136], [-3.3936, -2.4885, -0.5969], [-4.3772, -1.6367, -1.4100], [-2.0974, -2.7045, -1.3632], [-2.2013, -3.2838, -2.6237], [-1.1136, -3.4046, -3.4644], [0.1038, -2.8895, -3.0598], [0.2677, -2.3169, -1.8051], [1.6497, -1.7606, -1.4798], [2.6022, -2.8624, -1.0471], [2.2489, -0.9159, -2.6054], [-0.8260, -2.2964, -0.9175], [-0.6642, -1.7540, 0.3877], [-1.2827, -2.3398, 1.4911], [-1.7540, -3.4463, 1.5654], [-1.3446, -1.3469, 2.6414], [-2.2126, -1.3103, 3.7166], [-2.2086, -0.1658, 4.5119], [-1.3993, 0.9257, 4.2104], [-0.5366, 0.8126, 3.1334], [-0.5241, -0.3211, 2.4516], [0.2848, 1.8832, 2.4429], [0.1894, 3.0481, 2.7624], [0.9982, 1.3679, 1.3826], [1.4567, 2.2793, 0.3709], [0.5852, 2.5023, -0.7108], [1.0107, 3.2984, -1.7682], [2.2699, 3.8633, -1.7682], [3.1098, 3.6526, -0.6906], [2.7341, 2.8762, 0.4030], [3.7375, 2.8268, 1.5466], [3.4124, 3.8804, 2.6091], [3.9739, 1.4653, 2.1835], [-0.8200, 1.9358, -0.7674], [-1.0183, 1.0405, -1.9911], [-1.8573, 3.0588, -0.7266], [-4.9878, -3.6201, 0.3315], [-3.4107, -4.4245, 0.4039], [-4.3200, -4.3754, -1.1112], [-3.1773, -1.9277, 0.3146], [-4.7561, -2.1841, -2.2737], [-3.9158, -0.7200, -1.7767], [-5.2355, -1.3681, -0.7919], [-3.1696, -3.6335, -2.9569], [-1.2198, -3.8628, -4.4387], [0.9487, -2.9306, -3.7343], [1.5206, -0.9941, -0.6733], [2.7706, -3.5236, -1.8999], [2.1932, -3.4508, -0.2291], [3.5600, -2.4519, -0.7259], [2.5451, -1.5391, -3.4491], [3.1421, -0.4068, -2.2417], [1.5440, -0.1645, -2.9615], [-2.8766, -2.1421, 3.9035], [-2.8780, -0.1095, 5.3597], [-1.4382, 1.8490, 4.7702], [0.3443, 3.4741, -2.6035], [2.5964, 4.4704, -2.6027], [4.0927, 4.1088, -0.6827], [4.6858, 3.1245, 1.0883], [2.4432, 3.6874, 3.0622], [3.3812, 4.8809, 2.1753], [4.1712, 3.8688, 3.3944], [3.1886, 1.2041, 2.8929], [4.9215, 1.4770, 2.7255], [4.0237, 0.6656, 1.4448], [-0.9897, 1.3121, 0.1133], [-0.8688, 1.5958, -2.9184], [-2.0336, 0.6424, -2.0015], [-0.3275, 0.1948, -1.9912], [-1.7967, 3.6762, -1.6251], [-1.7021, 3.7055, 0.1371], [-2.8663, 2.6445, -0.6755], [2.2244, -1.8643, 2.4377]], "atomic_forces_ev_per_a": [[0.2, -0.4, 0.4], [0.0, 0.0, 0.0], [0.0, 0.1, 0.0], [0.0, 0.0, 0.0], [0.0, -0.1, -0.1], [0.0, 0.0, 0.0], [0.0, 0.0, 0.0], [0.0, 0.0, 0.0], [0.0, -0.1, 0.0], [-0.3, 0.1, 0.1], [0.1, 0.0, 0.0], [0.0, 0.0, 0.0], [0.0, 0.0, 0.0], [-0.2, -0.1, 0.0], [0.0, 0.1, 0.1], [0.1, -0.1, 0.2], [0.0, 0.1, 0.1], [0.1, 0.0, -0.1], [0.0, 0.0, 0.1], [0.1, 0.0, -0.1], [-0.1, -0.1, 0.0], [0.0, 0.0, -0.1], [0.0, -0.1, -0.1], [0.0, 0.1, 0.1], [-0.1, 0.3, 0.1], [0.2, 0.0, -0.1], [0.1, 0.0, 0.1], [0.0, 0.0, 0.0], [0.0, 0.0, 0.0], [0.0, 0.0, 0.1], [-0.1, 0.0, 0.0], [0.0, 0.0, 0.0], [0.0, 0.0, 0.0], [0.0, -0.1, 0.0], [0.0, -0.1, 0.0], [0.0, 0.0, 0.0], [0.0, 0.0, 0.0], [0.0, 0.0, 0.0], [0.0, 0.0, 0.0], [0.0, 0.0, 0.0], [-0.1, 0.0, -0.1], [0.0, 0.0, 0.0], [0.0, 0.0, 0.0], [0.0, 0.0, 0.0], [0.0, 0.0, 0.0], [0.0, 0.0, 0.0], [0.0, 0.0, 0.0], [0.4, -0.1, -0.1], [0.0, 0.0, 0.0], [0.0, 0.0, 0.0], [0.0, 0.0, 0.0], [0.0, 0.0, 0.0], [0.0, 0.0, 0.0], [0.0, 0.0, 0.0], [0.0, 0.0, 0.0], [0.0, 0.0, 0.0], [0.0, 0.0, 0.0], [0.0, 0.0, 0.0], [0.0, 0.0, 0.0], [0.0, 0.0, 0.0], [0.0, 0.0, 0.0], [-0.1, 0.0, 0.0], [0.0, 0.0, 0.0], [0.0, 0.0, 0.0], [0.0, 0.0, 0.0], [0.0, 0.0, 0.0], [0.0, 0.0, 0.0], [0.0, 0.0, 0.0], [0.0, 0.0, 0.0], [0.0, -0.1, 0.0], [-0.1, 0.1, 0.0], [0.0, 0.0, 0.0], [0.0, 0.0, 0.0], [0.0, 0.0, 0.0], [-0.1, 0.3, -0.3]], "mulliken_charge": [-1.5710, -1.6942, 0.7060, -1.4212, 1.4909, -0.3741, -1.8316, -0.6517, 0.0232, 3.1139, -1.6795, -1.5794, 0.0102, 0.9658, -0.2175, -0.6441, 0.5087, -1.0564, -0.3266, -0.7640, 0.0491, 0.6778, -0.1552, -0.6756, 1.5436, 0.1033, 1.0735, -0.6311, -1.4872, -1.2874, 0.4647, 0.4702, -1.2664, -1.3568, 1.6130, -1.1406, -1.8224, 0.4375, 0.3850, 0.3633, -0.0107, 0.3350, 0.2213, 0.4621, 0.3110, 0.3825, 0.3405, -0.9434, 0.3669, 0.3500, 0.4243, 0.4846, 0.4215, 0.2795, 0.5788, 0.4513, 0.5570, 0.3622, 0.3990, 0.3965, 0.5695, 0.1652, 0.3374, 0.4186, 0.0651, 0.4462, 0.2067, -0.4375, 0.4621, -0.0046, 0.1300, 0.3361, 0.4150, 0.4444, -0.0896]}

=====

# 2
{"formula": "C31H37N7O6SiTl", "method": "ωB97M-V/def2-TZVPD", "lumo_energy_ev": 2.3, "largest_force_ev_per_a": 1.7, "e_homo_ev": -4.8934, "relative_energy_ev": 0.7843, "total_energy_ev": -68036.680, "orbital_gap_ev": 7.170, "total_charge": -1, "species": ["Tl", "C", "N", "C", "C", "C", "C", "C", "N", "C", "C", "C", "C", "C", "C", "H", "H", "H", "H", "H", "H", "H", "H", "H", "H", "H", "C", "C", "N", "C", "C", "N", "C", "O", "O", "C", "O", "O", "H", "H", "H", "H", "H", "C", "C", "N", "O", "C", "C", "N", "O", "H", "H", "H", "H", "H", "H", "H", "C", "Si", "C", "C", "N", "C", "C", "C", "C", "C", "C", "H", "H", "H", "H", "H", "H", "H", "H", "H", "H", "H", "H", "H", "H"], "coordinates": [[0.6329, -0.0223, 0.6179], [-1.9498, -1.9531, -1.6714], [-1.5021, -1.5779, -0.3447], [-2.2236, -1.8686, 0.6768], [-1.7535, -1.6829, 1.9995], [-2.3221, -2.1276, 3.1999], [-1.4254, -1.8016, 4.2087], [-0.3555, -1.1649, 3.5874], [-0.5441, -1.1017, 2.2693], [-3.2416, -1.3426, -2.1511], [-4.3272, -2.1503, -2.4624], [-5.4924, -1.6048, -2.9712], [-5.5950, -0.2392, -3.1570], [-4.5209, 0.5749, -2.8419], [-3.3469, 0.0272, -2.3548], [-2.0576, -3.0469, -1.7151], [-1.1577, -1.6583, -2.3661], [-3.2110, -2.3349, 0.5740], [-3.2625, -2.6386, 3.3020], [-1.5184, -2.0032, 5.2604], [0.5293, -0.7588, 4.0392], [-4.2523, -3.2204, -2.3294], [-6.3213, -2.2451, -3.2406], [-6.5064, 0.1907, -3.5518], [-4.6021, 1.6429, -2.9823], [-2.5007, 0.6575, -2.1376], [3.5738, -2.6280, 2.1259], [3.4029, -1.2754, 2.7020], [2.5325, -0.3676, 2.3290], [2.7701, 0.7471, 3.0725], [3.8101, 0.4973, 3.9462], [4.1919, -0.7953, 3.6858], [4.4810, 1.2545, 5.0292], [4.0920, 2.4848, 5.2160], [5.3416, 0.7057, 5.6945], [1.9783, 2.0002, 2.8384], [2.2691, 2.9953, 3.5350], [1.0905, 1.9534, 1.9696], [2.6892, -2.8897, 1.5562], [3.7433, -3.3631, 2.9098], [4.4346, -2.6293, 1.4567], [4.9528, -1.2477, 4.1689], [3.3388, 2.7744, 4.5318], [2.7308, -3.1946, -2.2403], [2.3986, -2.1105, -1.2576], [1.4301, -2.2134, -0.4169], [0.6557, -3.3745, -0.4435], [3.1881, -0.9127, -1.2248], [4.5016, -0.8350, -1.9560], [2.7548, 0.1320, -0.5596], [3.4215, 1.1894, -0.4704], [1.8564, -3.8243, -2.3885], [3.5362, -3.8203, -1.8594], [3.0389, -2.7693, -3.1904], [-0.1688, -3.0744, -0.0213], [5.0678, -1.7582, -1.8574], [5.0641, -0.0110, -1.5201], [4.3630, -0.6166, -3.0150], [-0.8618, 4.4201, 0.5260], [-1.5700, 2.6439, 0.4513], [-1.9045, 2.0192, 2.2167], [-3.3465, 2.8008, -0.2824], [-0.6306, 1.5355, -0.5054], [-0.4057, 1.6271, -1.8398], [-0.8560, 2.7128, -2.6163], [-0.6991, 2.7363, -3.9853], [-0.0647, 1.7034, -4.6559], [0.4217, 0.6398, -3.9106], [0.2493, 0.6028, -2.5440], [-1.4218, 5.0247, 1.2323], [-0.8961, 4.9283, -0.4317], [0.1698, 4.3985, 0.8546], [-2.6773, 2.6259, 2.6822], [-1.0209, 2.0780, 2.8372], [-2.2494, 0.9912, 2.2259], [-3.9341, 3.5254, 0.2753], [-3.8720, 1.8529, -0.2352], [-3.3439, 3.1208, -1.3172], [-1.3305, 3.5416, -2.1227], [-1.0802, 3.5846, -4.5390], [0.0572, 1.7282, -5.7304], [0.9351, -0.1763, -4.4048], [0.6307, -0.2398, -1.9827]], "atomic_forces_ev_per_a": [[-0.2, 0.6, -0.1], [-0.1, -0.2, -0.3], [0.1, 0.1, 0.7], [-0.1, -0.2, -0.8], [-0.1, 0.0, 0.8], [-0.1, 0.0, -0.5], [0.2, 0.1, 0.2], [0.2, 0.0, 0.4], [0.3, 0.3, -1.1], [0.0, -0.1, 0.0], [0.1, -0.1, 0.0], [-0.2, -0.1, -0.1], [-0.1, 0.1, 0.0], [0.0, 0.1, 0.0], [-0.1, 0.0, 0.0], [0.1, 0.1, -0.1], [-0.1, -0.2, 0.0], [0.0, 0.0, 0.0], [-0.2, -0.1, 0.0], [0.0, 0.0, 0.1], [0.2, 0.1, 0.1], [0.0, -0.1, 0.0], [0.0, -0.1, 0.0], [0.0, 0.0, 0.0], [0.1, 0.1, 0.0], [0.0, 0.1, 0.1], [0.0, 0.0, 0.0], [0.2, -0.2, 0.1], [-0.2, -0.1, -0.2], [0.4, 0.2, 0.4], [-0.4, 0.2, -0.3], [-0.1, 0.3, 0.0], [0.0, 0.0, 0.0], [-0.3, 0.3, -0.2], [0.0, 0.0, -0.1], [0.5, -0.2, 0.4], [0.1, 0.2, 0.3], [-0.4, -0.3, -0.6], [-0.1, -0.1, 0.0], [0.0, -0.1, 0.0], [0.0, -0.1, -0.1], [-0.1, 0.0, 0.0], [0.2, -0.3, 0.2], [-0.3, 0.0, 0.1], [-0.7, -0.6, 0.2], [-0.3, 0.4, 0.4], [0.4, -0.1, -0.3], [0.8, 0.4, -0.3], [-0.2, 0.1, 0.3], [-0.6, 0.1, 0.2], [-0.1, -0.1, 0.1], [0.0, 0.0, 0.0], [0.1, 0.0, 0.0], [0.1, 0.1, -0.1], [0.1, 0.1, -0.1], [0.1, -0.1, -0.1], [0.1, 0.0, 0.0], [0.0, 0.0, -0.1], [-0.2, -0.7, -0.1], [-0.8, 0.6, 0.4], [0.3, 0.1, -0.6], [0.7, -0.1, 0.1], [0.5, -0.7, 1.4], [0.2, 0.0, -0.5], [0.0, 0.0, 0.2], [0.0, 0.1, -0.2], [0.0, 0.0, -0.2], [0.0, 0.0, -0.1], [0.1, -0.1, 0.1], [-0.2, 0.1, 0.2], [0.0, 0.1, -0.3], [0.3, -0.1, 0.1], [-0.2, 0.2, -0.1], [0.2, 0.0, 0.1], [-0.1, -0.3, -0.1], [0.0, 0.2, 0.2], [-0.1, -0.2, 0.0], [0.0, 0.1, -0.3], [-0.1, 0.2, 0.0], [0.0, 0.1, 0.0], [0.0, 0.0, 0.0], [0.0, 0.0, 0.0], [0.0, -0.1, -0.1]], "mulliken_charge": [1.8686, -1.3676, 0.7264, -0.1386, 0.0037, -0.8914, -1.2887, -0.5005, 0.5081, -0.0406, -0.5240, -0.6429, -0.5268, -0.8747, 0.0403, 0.5075, 0.1743, 0.2722, 0.5259, 0.4408, 0.4796, 0.3789, 0.3759, 0.3768, 0.3794, 1.0845, -1.3312, -0.2139, 0.4455, -0.0398, 0.0950, -0.0131, 0.5003, -0.5893, -0.6822, 0.4742, -0.9941, -0.4997, 0.0748, 0.5031, 0.2644, 0.2418, 0.4528, -2.0142, 0.2616, 0.7002, -0.7557, 0.4774, -1.9837, 0.8117, -0.8304, 0.4913, 0.3313, 0.4144, 0.2360, 0.4010, 0.4857, 0.3215, -1.3198, 0.4525, -0.8699, -1.2353, 0.5589, -0.3712, 0.1366, -0.9818, -0.9134, -1.0459, 0.3959, 0.4123, 0.3796, 0.3173, 0.5348, 0.0918, 0.1036, 0.5058, 0.2655, 0.3128, 0.1889, 0.4127, 0.3680, 0.4688, 0.4479]}